{
  "formula": "C3H7N3O3",
  "method": "wB97M-V/def2-TZVPD",
  "symbols": ["O", "C", "C", "N", "C", "N", "O", "N", "O", "H", "H", "H", "H", "H", "H", "H"],
  "positions_angstrom": [[2.7404, 0.3100, -0.6273], [1.6156, -0.4032, -1.1058], [0.3040, 0.0786, -0.4754], [0.5026, 0.8787, 0.5700], [-0.4423, 1.2837, 1.3826], [-1.6408, 0.6787, 1.6207], [-1.6174, -0.7717, 1.5803], [-0.8350, -0.3131, -0.9214], [-0.5432, -1.3132, -1.9235], [2.4182, 0.8900, 0.0950], [1.6984, -1.4260, -0.7521], [1.5305, -0.4082, -2.2007], [-0.1594, 2.2278, 1.8702], [-2.0429, 0.9391, 2.5710], [-1.7204, -0.8466, 0.6367], [-1.4136, -1.6424, -2.1502]],
  "nbo_charge": [-0.73, -0.12, 0.37, -0.58, 0.34, -0.32, -0.54, -0.26, -0.59, 0.49, 0.19, 0.21, 0.20, 0.39, 0.49, 0.48],
  "e_homo_ev": -8.987,
  "de_lowest_kj_mol": 538.06,
  "orbital_gap_ev": 9.0,
  "smiles": "OCC(/N=C\\NO)=N\\O",
  "lumo_ev": 0.0069
}

{
  "formula": "C8H7N2O5SSr",
  "method": "wB97M-V/def2-TZVPD",
  "symbols": ["O", "C", "Sr", "O", "C", "C", "O", "C", "O", "C", "O", "H", "S", "C", "N", "C", "C", "N", "H", "H", "H", "H", "H", "H"],
  "positions_angstrom": [[0.7481, 0.9592, -5.7342], [0.6736, 0.9144, -4.5951], [0.7903, 0.9517, -2.0206], [-2.3033, 1.3074, -4.3176], [-1.5278, 0.9129, -3.5731], [-1.4205, -0.0399, -0.8519], [-2.1716, -0.8915, -0.6091], [0.7941, -1.6359, -1.1126], [1.1221, -2.4777, -0.3721], [-0.0360, -2.0623, -2.6346], [-1.2386, -2.1319, -2.8731], [0.7362, -2.6276, -3.1684], [1.0497, 2.4497, 0.3973], [0.5751, 1.2755, 1.5402], [1.2960, 0.1787, 1.9771], [0.7855, -0.3246, 3.2569], [-0.5443, 0.4333, 3.4214], [-0.5342, 1.3688, 2.2987], [2.2809, 0.1065, 1.7293], [1.4819, -0.1095, 4.0765], [0.6342, -1.4067, 3.2032], [-0.6012, 0.9504, 4.3934], [-1.4075, -0.2512, 3.3559], [-1.1827, 2.1503, 2.2124]],
  "nbo_charge": [-0.37, 0.38, 1.64, -0.41, 0.43, 0.40, -0.43, 0.02, -0.54, 0.19, -0.51, 0.11, -0.42, 0.34, -0.57, -0.23, -0.23, -0.57, 0.43, 0.22, 0.23, 0.22, 0.22, 0.44],
  "e_homo_ev": [-9.612, -9.613],
  "de_lowest_kj_mol": 106.14,
  "orbital_gap_ev": [5.1, 5.1],
  "charge": 1,
  "lumo_ev": [-4.5514, -4.5514]
}

{
  "formula": "C5H8O2",
  "method": "wB97M-V/def2-TZVPD",
  "symbols": ["C", "C", "C", "C", "O", "C", "O", "H", "H", "H", "H", "H", "H", "H", "H"],
  "positions_angstrom": [[0.4344, -2.1365, -0.5338], [0.7846, -0.8471, 0.2053], [-0.4142, 0.0876, 0.4509], [-0.0019, 1.5315, 0.4018], [1.0536, 1.9585, 0.8181], [-0.9792, 2.5311, -0.2223], [-2.0979, 2.2384, -0.5641], [-0.3022, -2.7364, 0.0118], [1.3340, -2.7466, -0.6707], [0.0263, -1.9265, -1.5302], [1.5291, -0.2978, -0.3825], [1.2747, -1.0840, 1.1554], [-1.2346, -0.0793, -0.2563], [-0.8556, -0.0386, 1.4504], [-0.5510, 3.5459, -0.3339]],
  "nbo_charge": [-0.60, -0.39, -0.52, 0.49, -0.50, 0.34, -0.47, 0.20, 0.21, 0.20, 0.21, 0.21, 0.24, 0.24, 0.13],
  "e_homo_ev": -9.825,
  "de_lowest_kj_mol": 86.51,
  "orbital_gap_ev": 9.3,
  "smiles": "CCCC(=O)C=O",
  "lumo_ev": -0.4984
}

{
  "formula": "C3H9AgBrNaO4P",
  "method": "wB97M-V/def2-TZVPD",
  "symbols": ["Na", "Ag", "Br", "C", "O", "P", "O", "O", "C", "O", "C", "H", "H", "H", "H", "H", "H", "H", "H", "H"],
  "positions_angstrom": [[-8.2519, -20.7873, -28.2912], [-7.9837, -25.8842, -26.7456], [-9.0302, -23.5672, -27.4940], [-13.2462, -29.2093, -27.3896], [-12.0503, -28.6409, -26.8485], [-11.5128, -27.2095, -27.4246], [-10.1589, -26.7328, -26.8877], [-11.5570, -27.4351, -29.0444], [-11.4515, -26.3267, -29.9156], [-12.7982, -26.2329, -27.0899], [-12.7234, -24.8027, -27.0808], [-13.1028, -30.2898, -27.3775], [-13.4195, -28.8737, -28.4120], [-14.1049, -28.8956, -26.7960], [-11.1749, -26.5925, -30.9359], [-10.7280, -25.5804, -29.5876], [-12.3808, -25.7582, -29.9510], [-11.8136, -24.4918, -27.5944], [-12.7724, -24.3016, -26.1141], [-13.5993, -24.4990, -27.6541]],
  "nbo_charge": [0.99, 0.99, -0.03, -0.26, -0.77, 2.58, -1.21, -0.78, -0.25, -0.79, -0.25, 0.22, 0.20, 0.21, 0.23, 0.14, 0.20, 0.15, 0.21, 0.22],
  "s2": 0.753,
  "e_homo_ev": [-16.497, -16.484],
  "de_lowest_kj_mol": 0.00,
  "orbital_gap_ev": [8.4, 3.9],
  "charge": 2,
  "lumo_ev": [-8.0996, -12.6027],
  "multiplicity": 2
}

{
  "formula": "C4H4N4O",
  "method": "wB97M-V/def2-TZVPD",
  "symbols": ["H", "N", "C", "N", "C", "O", "C", "N", "C", "N", "H", "H", "H"],
  "positions_angstrom": [[-2.6911, 0.1806, -0.2515], [-2.6378, -0.7955, -0.0504], [-1.4279, -1.0894, -0.0303], [-0.2207, -0.2330, -0.1891], [-0.3308, 1.2135, 0.0195], [-1.3754, 1.8069, 0.3104], [1.1111, 1.6508, -0.0541], [1.9687, 0.6792, -0.0985], [1.1724, -0.5760, 0.0203], [1.6174, -1.7240, 0.2424], [2.6707, -1.7226, 0.1877], [-1.1185, -2.1748, 0.1246], [1.2617, 2.7842, -0.2310]],
  "nbo_charge": [0.36, -0.59, 0.28, -0.52, 0.61, -0.53, 0.03, -0.37, 0.54, -0.61, 0.38, 0.19, 0.23],
  "e_homo_ev": -10.463,
  "de_lowest_kj_mol": 116.84,
  "orbital_gap_ev": 9.1,
  "smiles": "[H]/N=C\\N1C(=O)C=N/C1=N\\[H]",
  "lumo_ev": -1.3654
}

{
  "formula": "C5H9N3",
  "method": "wB97M-V/def2-TZVPD",
  "symbols": ["C", "N", "C", "C", "N", "C", "C", "N", "H", "H", "H", "H", "H", "H", "H", "H", "H"],
  "positions_angstrom": [[-2.8037, -1.0607, -0.2059], [-1.8323, -0.3003, 0.6437], [-0.7967, 0.3101, 0.4523], [0.3668, 0.8802, 0.2970], [1.6331, 0.2348, 0.2832], [2.8650, 0.9795, 0.2675], [1.7450, -1.0137, -0.1188], [1.6734, -2.1815, -0.2694], [-2.7107, -2.0987, 0.1533], [-3.8414, -0.7610, -0.2033], [-2.3970, -1.1666, -1.2900], [-2.1327, -0.2033, 1.6508], [0.4756, 1.9472, 0.1719], [3.2313, 1.2660, -0.6750], [3.6139, 0.3681, 0.7593], [2.5441, 1.8642, 0.7436], [1.6912, -3.2261, -0.3180]],
  "nbo_charge": [-0.45, -0.38, 0.45, -0.05, -0.40, -0.40, 0.78, -0.44, 0.26, 0.29, 0.26, 0.47, 0.31, 0.25, 0.26, 0.24, 0.54],
  "e_homo_ev": -18.991,
  "de_lowest_kj_mol": 284.83,
  "orbital_gap_ev": 9.8,
  "smiles": "C[NH+]=C=CN(C)C#[NH+]",
  "charge": 2,
  "lumo_ev": -9.1615
}

{
  "formula": "C16H32O2",
  "method": "wB97M-V/def2-TZVPD",
  "symbols": ["C", "O", "C", "C", "C", "C", "C", "C", "C", "C", "C", "C", "C", "C", "C", "C", "C", "O", "H", "H", "H", "H", "H", "H", "H", "H", "H", "H", "H", "H", "H", "H", "H", "H", "H", "H", "H", "H", "H", "H", "H", "H", "H", "H", "H", "H", "H", "H", "H", "H"],
  "positions_angstrom": [[7.7747, -1.4364, 1.7784], [6.6304, -0.9106, 1.1606], [6.8685, -0.5551, -0.1833], [5.6876, 0.2400, -0.7128], [4.3565, -0.4922, -0.5357], [3.1938, 0.1872, -1.2799], [2.4331, 1.2095, -0.4402], [1.1140, 1.6521, -1.1017], [-0.1047, 0.8540, -0.6288], [-0.8374, 1.4656, 0.5815], [-2.3587, 1.5766, 0.4150], [-3.1209, 0.3260, 0.8624], [-4.6174, 0.5656, 1.1277], [-5.5777, 0.0351, 0.0533], [-6.8938, -0.5347, 0.5950], [-7.0606, -1.9200, -0.0568], [-5.9098, -2.0108, -1.0652], [-4.9809, -0.9935, -0.7261], [8.1685, -2.2972, 1.2284], [8.5658, -0.6847, 1.8598], [7.5029, -1.7657, 2.7770], [7.0228, -1.4543, -0.7947], [7.7879, 0.0398, -0.2474], [5.6738, 1.2033, -0.1987], [5.8704, 0.4343, -1.7717], [4.4821, -1.5048, -0.9236], [4.1462, -0.5462, 0.5295], [3.5939, 0.6800, -2.1681], [2.5061, -0.5810, -1.6432], [2.2518, 0.8093, 0.5576], [3.0701, 2.0899, -0.3197], [0.9698, 2.7182, -0.9276], [1.2286, 1.5306, -2.1808], [0.2200, -0.1614, -0.3937], [-0.8055, 0.7549, -1.4601], [-0.4285, 2.4568, 0.7821], [-0.6231, 0.8646, 1.4670], [-2.7164, 2.4511, 0.9597], [-2.5742, 1.7492, -0.6421], [-2.6612, -0.0570, 1.7758], [-3.0008, -0.4570, 0.1183], [-4.7968, 1.6365, 1.2161], [-4.8910, 0.1215, 2.0843], [-5.8529, 0.8461, -0.6318], [-7.7463, 0.0867, 0.3199], [-6.9524, -0.6126, 1.6802], [-6.9666, -2.7240, 0.6682], [-8.0397, -2.0103, -0.5192], [-5.3793, -2.9551, -0.9389], [-6.2225, -1.9202, -2.1058]],
  "nbo_charge": [-0.24, -0.54, -0.05, -0.41, -0.40, -0.39, -0.40, -0.39, -0.40, -0.40, -0.39, -0.41, -0.41, 0.10, -0.43, -0.43, -0.06, -0.54, 0.16, 0.16, 0.19, 0.16, 0.16, 0.20, 0.20, 0.20, 0.21, 0.19, 0.20, 0.19, 0.20, 0.20, 0.20, 0.20, 0.20, 0.20, 0.20, 0.19, 0.19, 0.19, 0.23, 0.20, 0.20, 0.16, 0.21, 0.21, 0.21, 0.21, 0.18, 0.17],
  "e_homo_ev": -9.468,
  "de_lowest_kj_mol": 236.26,
  "orbital_gap_ev": 10.6,
  "smiles": "COCCCCCCCCCCC[C@@H]1CCCO1",
  "lumo_ev": 1.0954
}

{
  "formula": "C33H64F9N7O13",
  "method": "wB97M-V/def2-TZVPD",
  "symbols": ["C", "C", "O", "C", "O", "C", "F", "F", "F", "H", "H", "H", "H", "H", "C", "C", "O", "C", "O", "C", "F", "F", "F", "H", "H", "H", "H", "H", "C", "C", "O", "C", "O", "C", "F", "F", "F", "H", "H", "H", "H", "H", "C", "N", "C", "C", "O", "H", "H", "H", "H", "H", "H", "H", "C", "N", "C", "C", "O", "H", "H", "H", "H", "H", "H", "H", "C", "N", "C", "C", "O", "H", "H", "H", "H", "H", "H", "H", "C", "N", "C", "C", "O", "H", "H", "H", "H", "H", "H", "H", "C", "N", "C", "C", "O", "H", "H", "H", "H", "H", "H", "H", "C", "N", "C", "C", "O", "H", "H", "H", "H", "H", "H", "H", "C", "N", "C", "C", "O", "H", "H", "H", "H", "H", "H", "H"],
  "positions_angstrom": [[5.2662, -11.0188, 29.7591], [5.0514, -9.6820, 29.0669], [4.4976, -8.7575, 29.9985], [3.6573, -7.8525, 29.5335], [3.3624, -7.6955, 28.3899], [3.2765, -6.7875, 30.5839], [3.6505, -5.5764, 30.1812], [1.9387, -6.7890, 30.7464], [3.8272, -7.0319, 31.7854], [5.7593, -11.7850, 29.1659], [4.2882, -11.3902, 30.0653], [5.8896, -10.8664, 30.6413], [4.4442, -9.7685, 28.1636], [5.9758, -9.2378, 28.6859], [9.1050, -11.1738, 23.3348], [9.2903, -10.4476, 24.6506], [8.8154, -11.2032, 25.7673], [9.4809, -12.2451, 26.2169], [10.4677, -12.7109, 25.7313], [8.8611, -12.8513, 27.4936], [9.7699, -13.1958, 28.3996], [8.0699, -11.9351, 28.1011], [8.1530, -13.9215, 27.1341], [8.0548, -11.3644, 23.1227], [9.7738, -12.0119, 23.1546], [9.4429, -10.4845, 22.5514], [8.8735, -9.4418, 24.7179], [10.3187, -10.2063, 24.9601], [8.7266, -15.2869, 23.9158], [7.2890, -14.9136, 24.2667], [6.6170, -16.1529, 24.5407], [5.3994, -16.0532, 25.0538], [4.8499, -15.0469, 25.3890], [4.8072, -17.4419, 25.4088], [3.6202, -17.6080, 24.8183], [5.6007, -18.4350, 25.0246], [4.6423, -17.4901, 26.7237], [9.3581, -14.4035, 23.9649], [8.7489, -15.6661, 22.8917], [9.1012, -16.1094, 24.5210], [6.8533, -14.3064, 23.4709], [7.2208, -14.2631, 25.1411], [14.2380, -17.4962, 23.5978], [14.1936, -16.2402, 24.3095], [13.0928, -15.7031, 24.8470], [13.3342, -14.4207, 25.6346], [11.9556, -16.1622, 24.7642], [13.2354, -17.8298, 23.3427], [14.7346, -18.2762, 24.1740], [14.7542, -17.3493, 22.6480], [15.0387, -15.7624, 24.5632], [13.0561, -13.5863, 24.9889], [14.3876, -14.2455, 25.8625], [12.7614, -14.4564, 26.5568], [12.6486, -11.2221, 23.0953], [13.6192, -10.9775, 24.1743], [14.7381, -11.7153, 24.2625], [15.6282, -11.2936, 25.4149], [15.0677, -12.5594, 23.4400], [11.8061, -10.5499, 23.2184], [12.2821, -12.2218, 23.3483], [13.1320, -11.2362, 22.1245], [13.3124, -10.4010, 24.9457], [15.1107, -10.7401, 26.1980], [16.3332, -10.5568, 25.0180], [16.2127, -12.1236, 25.8048], [12.0217, -10.5929, 28.9482], [11.9904, -9.1946, 28.5397], [12.4061, -8.7213, 27.3617], [12.3532, -7.2107, 27.1488], [12.7483, -9.4735, 26.4535], [12.0771, -10.6820, 30.0262], [12.8260, -11.0678, 28.3864], [11.0877, -11.0301, 28.5854], [11.8906, -8.5114, 29.2739], [13.3685, -6.8371, 27.2999], [11.7132, -6.6341, 27.8149], [12.0539, -7.0147, 26.1224], [5.6387, -6.4769, 26.2665], [6.8989, -7.1093, 26.5576], [7.4610, -7.1010, 27.7871], [8.7187, -7.9163, 27.9827], [6.9091, -6.5591, 28.7378], [5.8335, -5.4256, 26.0212], [4.9670, -6.4967, 27.1178], [5.1392, -6.8926, 25.3925], [7.4664, -7.4785, 25.8088], [9.1061, -8.3517, 27.0594], [8.5346, -8.6900, 28.7232], [9.4867, -7.2113, 28.3031], [9.9422, -16.7412, 27.5553], [9.8348, -17.3040, 26.2286], [8.9183, -18.1628, 25.7602], [9.0541, -18.5849, 24.3048], [8.0402, -18.6463, 26.4728], [10.7211, -17.3580, 28.0187], [9.0199, -16.8765, 28.1151], [10.2506, -15.7016, 27.4927], [10.4386, -16.9266, 25.5013], [9.5843, -17.8491, 23.6983], [8.0840, -18.8329, 23.8847], [9.6539, -19.4973, 24.2679], [5.3361, -11.3410, 25.5664], [4.3410, -12.2702, 26.0676], [3.0206, -12.0198, 26.2810], [2.4437, -10.6204, 26.1307], [2.3067, -12.9208, 26.7189], [5.5630, -11.5041, 24.5056], [6.2878, -11.6810, 25.9889], [5.1343, -10.3201, 25.8730], [4.6133, -13.2320, 26.2373], [2.2156, -10.4282, 25.0821], [3.1321, -9.9092, 26.5936], [1.5121, -10.5403, 26.6825], [10.1697, -7.5744, 21.9491], [9.3272, -6.4492, 22.3136], [8.8567, -6.2475, 23.5551], [8.1424, -4.9258, 23.7405], [9.0271, -7.0486, 24.4679], [10.9587, -7.2228, 21.2800], [9.6638, -8.2977, 21.3031], [10.6135, -8.0994, 22.7871], [9.1570, -5.7658, 21.5995], [8.2225, -4.2581, 22.8844], [8.7076, -4.4358, 24.5407], [7.1199, -4.9578, 24.1075]],
  "lowdin_charge": [-0.04, -0.19, 0.05, -0.39, 0.15, -0.53, 0.18, 0.15, 0.16, 0.06, 0.09, 0.08, 0.09, 0.11, -0.04, -0.19, 0.01, -0.41, 0.16, -0.53, 0.17, 0.14, 0.17, 0.08, 0.07, 0.06, 0.10, 0.12, -0.03, -0.18, 0.05, -0.36, 0.16, -0.56, 0.17, 0.17, 0.19, 0.07, 0.09, 0.03, 0.13, 0.10, -0.06, 0.02, -0.51, 0.02, 0.01, 0.08, 0.08, 0.08, 0.13, 0.06, 0.07, 0.08, -0.04, 0.02, -0.60, 0.00, 0.02, 0.05, 0.07, 0.09, 0.07, 0.06, 0.09, 0.08, -0.03, 0.02, -0.53, 0.01, 0.01, 0.09, 0.09, 0.07, 0.14, 0.09, 0.07, 0.08, -0.06, 0.02, -0.56, 0.01, 0.03, 0.08, 0.06, 0.09, 0.09, 0.06, 0.08, 0.07, -0.05, -0.01, -0.56, 0.01, 0.02, 0.09, 0.09, 0.06, 0.06, 0.06, 0.08, 0.09, -0.07, 0.02, -0.53, 0.01, 0.02, 0.08, 0.06, 0.07, 0.10, 0.09, 0.04, 0.08, -0.06, 0.02, -0.53, 0.02, 0.01, 0.09, 0.08, 0.07, 0.13, 0.08, 0.10, 0.07],
  "e_homo_ev": -8.809,
  "orbital_gap_ev": 8.8,
  "smiles": "CCOC(=O)C(F)(F)F.CCOC(=O)C(F)(F)F.CCOC(=O)C(F)(F)F.CNC(C)=O.CNC(C)=O.CNC(C)=O.CNC(C)=O.CNC(C)=O.CNC(C)=O.CNC(C)=O",
  "lumo_ev": -0.0258
}